Below is 3 unconnected molecules or ions with the total composition C7H10N3S at a distorted geometry, with properties calculated with ωB97M-V/def2-TZVPD.

The geometry in ORCA input format:
```
! RIJCOSX wB97M-V def2-TZVPD def2/J DEFGRID3
* xyz 1 1
H -4.027 0.008 -1.799
H 2.602 -0.833 0.254
H -3.860 2.022 -2.224
C 2.871 0.743 -0.998
C -4.123 1.086 -1.568
H -5.212 1.232 -1.347
H 0.420 1.860 2.545
N 2.191 0.196 0.122
C -3.390 1.254 -0.393
H 4.318 0.376 -2.464
C 0.464 1.347 1.595
H 2.429 1.636 -1.322
H -0.567 1.363 1.210
N -3.173 1.642 0.696
N 0.063 -3.777 2.657
H 0.987 -3.854 2.974
C 3.809 0.011 -1.609
C 1.337 0.711 0.937
C -0.207 -3.192 1.630
H 4.014 -0.903 -1.215
S -0.948 -2.926 0.320
*
```

The calculation puts the LUMO energy at -4.76 eV. The value obtained for the HOMO energy is -12.43 eV. The relative energy (zero: lowest compared OMol25 entry of this formula, charge and spin) comes out at 4.138 eV. The value obtained for the maximum force is 0.118 Eh/bohr. As for the frontier orbital gap: 7.670 eV.


Below is 2 unconnected molecules or ions with the total composition C7H10N4 at a distorted geometry, with properties calculated with ωB97M-V/def2-TZVPD.

The geometry in ORCA input format:
```
! RIJCOSX wB97M-V def2-TZVPD def2/J DEFGRID3
* xyz 0 1
H -1.815 0.830 2.428
N 3.138 0.052 -0.285
H -1.522 -0.990 -2.456
C 1.477 -1.165 0.168
C -1.373 -0.429 -0.377
C -0.793 0.986 2.229
N -0.636 3.057 -0.557
H -0.253 1.959 2.303
C -0.321 0.536 -0.060
C -0.947 -1.367 -1.599
C 2.084 0.800 -0.264
H -0.273 0.075 2.594
N 1.018 0.088 -0.051
H 0.883 -2.053 0.352
H 0.124 -1.194 -1.732
H -2.360 0.024 -0.733
H 1.927 1.759 -0.534
C -0.494 1.930 -0.401
H -1.520 -1.247 0.366
N 2.759 -1.185 0.065
H -1.103 -2.464 -1.456
*
```

The calculation puts the LUMO energy (alpha / beta) at -0.97 / -1.04 eV. The value obtained for the HOMO energy (alpha / beta) is -9.03 / -9.07 eV. The relative energy (zero: lowest compared OMol25 entry of this formula, charge and spin) comes out at 5.036 eV. The value obtained for the maximum force is 0.084 Eh/bohr. As for the frontier orbital gap (alpha / beta): 8.054 / 8.038 eV.


Below is 2 unconnected molecules or ions with the total composition C7H10N4 at a distorted geometry, with properties calculated with ωB97M-V/def2-TZVPD.

The geometry in ORCA input format:
```
! RIJCOSX wB97M-V def2-TZVPD def2/J DEFGRID3
* xyz 2 1
C 2.183 -0.332 -0.031
H -1.716 -1.919 0.900
C 0.020 -1.579 -0.130
C -2.327 1.009 -0.544
H 2.210 2.841 -0.422
H 0.438 -2.533 -0.479
H 0.007 2.682 0.448
C -1.403 0.259 -0.002
C -1.382 -1.298 0.010
H -3.159 0.330 -0.835
H -2.033 -1.509 -0.836
C 1.780 1.930 -0.199
N 3.055 -1.290 -0.078
N 0.546 1.814 0.201
H 4.065 -0.848 -0.136
H -2.429 2.066 -0.513
H 2.860 -2.247 -0.094
N -0.075 0.582 0.622
H -0.146 0.773 2.003
N 2.619 0.972 -0.296
C 0.769 -0.505 0.129
*
```

The calculation puts the LUMO energy at -9.26 eV. The value obtained for the HOMO energy is -18.68 eV. The relative energy (zero: lowest compared OMol25 entry of this formula, charge and spin) comes out at 4.139 eV. The value obtained for the maximum force is 0.094 Eh/bohr. As for the frontier orbital gap: 9.418 eV.


Please write out number 2 again, unchanged.
Below is 2 unconnected molecules or ions with the total composition C7H10N4 at a distorted geometry, with properties calculated with ωB97M-V/def2-TZVPD.

The geometry in ORCA input format:
```
! RIJCOSX wB97M-V def2-TZVPD def2/J DEFGRID3
* xyz 0 1
H -1.815 0.830 2.428
N 3.138 0.052 -0.285
H -1.522 -0.990 -2.456
C 1.477 -1.165 0.168
C -1.373 -0.429 -0.377
C -0.793 0.986 2.229
N -0.636 3.057 -0.557
H -0.253 1.959 2.303
C -0.321 0.536 -0.060
C -0.947 -1.367 -1.599
C 2.084 0.800 -0.264
H -0.273 0.075 2.594
N 1.018 0.088 -0.051
H 0.883 -2.053 0.352
H 0.124 -1.194 -1.732
H -2.360 0.024 -0.733
H 1.927 1.759 -0.534
C -0.494 1.930 -0.401
H -1.520 -1.247 0.366
N 2.759 -1.185 0.065
H -1.103 -2.464 -1.456
*
```

The calculation puts the LUMO energy (alpha / beta) at -0.97 / -1.04 eV. The value obtained for the HOMO energy (alpha / beta) is -9.03 / -9.07 eV. The relative energy (zero: lowest compared OMol25 entry of this formula, charge and spin) comes out at 5.036 eV. The value obtained for the maximum force is 0.084 Eh/bohr. As for the frontier orbital gap (alpha / beta): 8.054 / 8.038 eV.


> Which formula does entry 1 have?

C7H10N3S


> Which of these has the lowest maximum force?

number 2


> Which value of maximum force does entry 2 give?

0.084 Eh/bohr